Formula: C2H2N2O
Source: OMol25
Level of theory: ωB97M-V/def2-TZVPD

Structure (XYZ):
```
7
Properties=species:S:1:pos:R:3:mulliken_charge:R:1
C 0.82036 0.02137 -0.72819 0.006
C -0.42541 -0.52086 0.85312 0.199
H 1.69328 -0.22217 -1.26176 0.412
H -0.78097 -0.90460 1.86784 0.331
N 0.64730 -0.96404 0.28821 -0.482
N -0.09996 0.88113 -0.84513 -0.314
O -0.88917 0.58801 0.31784 -0.151
```

E_LUMO = 1.00 eV
ΔE to the lowest compared entry with this formula, charge and spin = 165.3 kJ/mol
structure (SMILES) = c1ncon1
E_tot = -262.10097 a.u.

=====

Formula: C4H5O2P
Source: OMol25
Level of theory: ωB97M-V/def2-TZVPD

Structure (XYZ):
```
12
Properties=species:S:1:pos:R:3:mulliken_charge:R:1
C -0.86608 0.17155 0.24631 -0.798
C -0.64196 -0.87237 -0.87262 -0.733
C 0.56099 0.27979 0.92380 0.141
C 1.40832 0.93970 -0.31707 0.052
O 1.06268 -0.96073 1.06242 -0.354
O 1.68478 2.06879 -0.54988 -0.330
P 1.01068 -1.68321 -0.38273 0.070
H -1.20348 1.19874 -0.00445 0.356
H -1.52679 -0.08863 0.96044 0.373
H -1.46084 -1.58983 -1.06432 0.409
H -0.44310 -0.40991 -1.76006 0.360
H 0.41479 0.94612 1.75818 0.454
```

E_LUMO (alpha / beta) = -0.32 / -0.32 eV
ΔE to the lowest compared entry with this formula, charge and spin = 202.0 kJ/mol
E_tot = -647.15174 a.u.

=====

Formula: C16H30IN4O4ReS3Si4
Source: OMol25
Level of theory: ωB97M-V/def2-TZVPD

Structure (XYZ):
```
63
Properties=species:S:1:pos:R:3:mulliken_charge:R:1
Re -0.03767 0.06087 0.07594 1.420
S 0.17175 1.92400 1.66060 -0.406
C -0.52961 1.32791 3.09739 0.969
C -0.44656 2.15241 4.26618 -0.183
N -0.37702 2.81538 5.20311 -0.489
C -1.17090 0.13079 3.12782 -0.013
S -1.42308 -0.71402 1.62624 -0.095
C -1.77033 -0.41126 4.29964 -0.144
N -2.26808 -0.86143 5.23499 -0.538
O 3.81963 -0.71455 -0.43617 -0.680
S 2.64478 0.03656 -0.13293 1.142
O 2.81922 1.27445 0.59261 -0.608
O 1.60720 -0.91889 0.62623 -0.592
O 1.72542 0.27110 -1.32225 -0.657
I -2.54177 4.59800 -3.54898 0.096
C -1.30604 3.46138 -2.36508 -0.546
C -0.03052 3.76968 -1.94471 -0.288
N 0.40212 2.72543 -1.22773 0.380
N -0.52805 1.76118 -1.15997 0.117
C -1.57116 2.18522 -1.85145 -0.659
H 0.58557 4.63537 -2.11156 0.493
H 1.26827 2.59955 -0.70686 0.138
H -2.44919 1.57036 -1.94830 0.234
C 1.46574 -1.75429 -4.02184 -1.075
Si -0.32535 -1.22566 -3.77988 0.702
C -0.40775 0.57424 -4.35042 -0.982
C -1.31681 -2.18801 -5.07439 -1.242
Si -1.01638 -1.58127 -1.54185 -0.075
Si -3.35103 -1.90433 -1.52422 0.615
C -4.01717 -2.70611 0.04675 -1.012
C -4.29047 -0.28059 -1.77415 -1.353
C -3.95204 -3.03709 -2.91126 -1.099
Si -0.12528 -3.69304 -0.95496 0.344
C -0.89989 -5.07815 -1.98877 -1.127
C -0.47657 -4.07511 0.85548 -0.976
C 1.73642 -3.82114 -1.17683 -0.981
H 1.82337 -1.37275 -4.98366 0.413
H 1.55500 -2.84269 -4.04379 0.231
H 2.11138 -1.36869 -3.23244 0.209
H -0.08180 0.61893 -5.39448 0.473
H 0.26432 1.20331 -3.76328 0.076
H -1.41482 0.99464 -4.30089 0.268
H -0.78651 -2.14049 -6.03087 0.368
H -2.31044 -1.76177 -5.22599 0.292
H -1.43996 -3.23986 -4.80914 0.277
H -3.65512 -2.24985 0.96582 0.279
H -3.74677 -3.76462 0.06851 0.239
H -5.11002 -2.64380 0.03921 0.365
H -4.17230 0.39302 -0.92125 0.315
H -5.35879 -0.48619 -1.88785 0.456
H -3.96169 0.23560 -2.68069 0.340
H -3.47528 -4.01693 -2.87352 0.223
H -3.77416 -2.61811 -3.90104 0.293
H -5.03116 -3.18337 -2.79720 0.399
H -1.95249 -5.22420 -1.73826 0.262
H -0.37880 -6.02129 -1.79801 0.399
H -0.83254 -4.86889 -3.05885 0.266
H -1.54312 -4.08569 1.08603 0.239
H -0.00147 -3.33323 1.50020 0.208
H -0.05969 -5.05478 1.10824 0.410
H 2.03175 -3.83851 -2.22635 0.277
H 2.07126 -4.75723 -0.71770 0.420
H 2.26232 -2.99962 -0.69036 0.178
```

spin multiplicity = 2
charge = -1
E_LUMO (alpha / beta) = 1.32 / 1.53 eV
ΔE to the lowest compared entry with this formula, charge and spin = 92.9 kJ/mol
E_tot = -3876.38762 a.u.

=====

Formula: H32O16
Source: OMol25
Level of theory: ωB97M-V/def2-TZVPD

Structure (XYZ):
```
48
Properties=species:S:1:pos:R:3:mulliken_charge:R:1
O -2.00760 -0.73654 1.24060 -0.784
H -2.40760 -1.25754 0.54060 0.333
H -2.59960 0.03746 1.22860 0.310
O 0.60040 2.09946 1.83260 -0.750
H 0.28540 1.39646 2.40260 0.473
H 0.74640 1.63746 1.01760 0.303
O 0.23240 0.17246 -0.04440 0.597
H -0.26360 0.83046 -0.50940 -0.098
H -0.40960 -0.41654 0.42560 0.176
O -0.16460 -0.42554 -2.98940 -0.774
H -0.66860 0.28146 -2.58540 0.391
H -0.61760 -1.30054 -2.80740 0.420
O -2.80260 -0.89254 -1.48640 -0.666
H -3.73860 -1.15654 -1.45840 0.287
H -2.15960 -1.60654 -1.56540 0.390
O -2.28960 -2.53754 3.10860 -0.637
H -2.04760 -1.89754 2.43360 0.416
H -2.48260 -2.12154 3.91860 0.296
O 1.61140 -1.93654 -0.83040 -0.756
H 1.92340 -1.96354 -1.70440 0.279
H 1.25240 -1.11254 -0.60940 0.295
O 0.28240 0.08146 3.69260 -0.656
H -0.61360 -0.05354 3.93760 0.299
H 0.53640 -0.69754 3.17060 0.264
O 3.06440 0.93446 0.09360 -0.678
H 2.45640 0.68346 -0.58240 0.229
H 2.74840 0.40546 0.85260 0.502
O -1.11560 1.93246 -2.39040 -0.629
H -1.99460 2.20646 -2.10840 0.231
H -0.82260 2.57846 -3.04140 0.238
O 2.63240 -0.97254 2.00660 -0.700
H 1.81540 -1.42854 1.79760 0.366
H 3.35440 -1.41954 1.56060 0.329
O -0.71360 4.25446 -0.14740 -0.646
H -0.88660 3.38446 0.27460 0.294
H -0.43960 4.69046 0.62160 0.316
O -0.89360 -2.76254 -1.76740 -0.708
H -0.03960 -2.54054 -1.44540 0.334
H -0.78860 -3.42754 -2.42740 0.240
O 1.84340 1.21146 -2.78740 -0.641
H 1.78440 1.74146 -3.56340 0.335
H 0.94340 0.84346 -2.67240 0.335
O 0.48940 -2.57654 2.13060 -0.706
H 0.31740 -2.67454 3.10060 0.318
H -0.08160 -3.09454 1.56260 0.246
O 1.66540 3.26646 -0.89040 -0.615
H 0.88640 3.83846 -1.03140 0.332
H 1.57740 2.50146 -1.50540 0.271
```

E_LUMO = -0.52 eV
ΔE to the lowest compared entry with this formula, charge and spin = 515.5 kJ/mol
E_tot = -1223.00243 a.u.